1.
A 2-piece molecular cluster, C4H14N2O overall at a distorted geometry. Source: the Open Molecules 2025 dataset; level of theory: ωB97M-V with the def2-TZVPD basis set.

molecular weight: 106.169 g/mol
SMILES: CC(C)NCN.O
ΔE to the lowest compared entry with this formula, charge and spin: 1.3176 eV
LUMO: 0.0191 Ha
gap between HOMO and LUMO: 9.19 eV
spin multiplicity: 1
HOMO level: -0.3187 Ha

Geometry as XYZ:
```
21
Properties=species:S:1:pos:R:3:nbo_charge:R:1
O 1.4095 -2.3724 3.0720 -0.9345
N -0.8467 -1.5419 -2.0716 -0.8492
N 0.7193 0.0929 -0.8083 -0.6378
C 0.2993 -0.6198 -2.0472 -0.0543
C 0.8479 1.9511 0.7031 -0.6042
C -0.0860 1.2324 -0.2836 -0.0508
C -1.3545 0.8612 0.5016 -0.6286
H 1.3352 -2.6752 2.1741 0.4655
H 1.6838 2.3767 0.1500 0.2177
H -1.9088 1.7631 0.7852 0.2113
H -2.0648 0.3235 -0.1118 0.1965
H -0.7520 -2.3758 -1.4895 0.3502
H 0.5447 -2.5539 3.4775 0.4697
H -1.1673 0.2894 1.4098 0.2032
H 1.0985 1.2712 1.5081 0.2084
H 0.3346 2.8491 1.0621 0.1997
H 0.0288 0.1596 -2.7519 0.1791
H 0.7847 -0.5870 -0.0587 0.3375
H -1.6906 -1.0767 -1.8134 0.3489
H 1.1425 -1.2566 -2.2986 0.1840
H -0.3581 1.8892 -1.1090 0.1877
```

***

2.
A 2-piece molecular cluster, C4H14N2O overall at a distorted geometry. Source: the Open Molecules 2025 dataset; level of theory: ωB97M-V with the def2-TZVPD basis set.

molecular weight: 106.169 g/mol
SMILES: CCCNCN.O
ΔE to the lowest compared entry with this formula, charge and spin: 2.0745 eV
LUMO: 0.0340 Ha
gap between HOMO and LUMO: 10.11 eV
spin multiplicity: 1
HOMO level: -0.3377 Ha

Geometry as XYZ:
```
21
Properties=species:S:1:pos:R:3:nbo_charge:R:1
O 1.2848 1.9851 0.9202 -0.9896
N 2.6627 -0.4049 -0.5793 -0.8382
N 0.2262 -0.3582 -0.3790 -0.6917
C 1.5073 -1.1435 -0.1794 -0.0441
C -2.4686 0.9962 0.2322 -0.6418
C -2.2469 -0.5050 -0.3227 -0.4114
C -0.9251 -1.1264 0.1310 -0.2331
H 1.4548 -2.0001 -0.9678 0.1530
H -3.0977 -1.1296 0.0598 0.2114
H -0.9346 -2.1608 -0.2292 0.1807
H 0.8597 2.6197 1.5935 0.4701
H 0.6149 1.3253 0.6758 0.4988
H 2.7968 0.4484 0.0463 0.3958
H -1.8843 1.8649 -0.2205 0.2156
H 2.4303 -0.2249 -1.5310 0.3507
H 1.2990 -1.3921 0.9078 0.1948
H 0.1346 -0.0471 -1.3454 0.3577
H -3.4879 1.4022 -0.0215 0.2146
H -2.3832 1.1173 1.3329 0.2087
H -2.5047 -0.6448 -1.4171 0.2074
H -0.9990 -1.0456 1.2970 0.1909
```

***

3.
A 2-piece molecular cluster, C4H14N2O overall at a distorted geometry. Source: the Open Molecules 2025 dataset; level of theory: ωB97M-V with the def2-TZVPD basis set.

molecular weight: 106.169 g/mol
SMILES: NCCCCN.O
ΔE to the lowest compared entry with this formula, charge and spin: 1.3414 eV
LUMO: 0.0253 Ha
gap between HOMO and LUMO: 9.32 eV
spin multiplicity: 1
HOMO level: -0.3170 Ha

Geometry as XYZ:
```
21
Properties=species:S:1:pos:R:3:nbo_charge:R:1
O -0.9965 -0.2604 -3.4937 -0.9304
N 2.1895 0.0585 -0.7827 -0.8669
N -2.0669 0.0224 1.4166 -0.8371
C -0.9650 0.9388 0.9774 -0.2214
C 0.3398 0.4571 1.6117 -0.4106
C 0.7621 -0.9173 1.0363 -0.4085
C 1.1058 -0.8537 -0.4516 -0.2136
H -1.9137 -0.2318 2.3761 0.3457
H 1.3571 -1.8689 -0.7558 0.1917
H 2.4332 0.0238 -1.7485 0.3626
H -2.8887 0.5965 1.3475 0.3524
H 0.2299 -0.5450 -1.0379 0.1701
H -1.2773 0.6779 -3.5590 0.4655
H 1.7071 -1.2622 1.4659 0.2065
H -1.2413 1.9448 1.2919 0.1695
H 1.2162 1.0904 1.4726 0.2052
H 0.1006 0.3629 2.6721 0.1942
H -0.0711 -1.6057 1.1642 0.2181
H -0.9135 0.9084 -0.1051 0.1849
H -1.2150 -0.5658 -4.3880 0.4669
H 2.1075 1.0293 -0.5100 0.3551
```

***

4.
A 2-piece molecular cluster, C4H14N2O overall at a distorted geometry. Source: the Open Molecules 2025 dataset; level of theory: ωB97M-V with the def2-TZVPD basis set.

molecular weight: 106.169 g/mol
ΔE to the lowest compared entry with this formula, charge and spin: 0.6056 eV
total charge: +1
LUMO (spin up / spin down): -0.1118 / -0.2901 Ha
gap between HOMO and LUMO (spin up / spin down): 11.02 / 6.17 eV
spin multiplicity: 2
HOMO level (spin up / spin down): -0.5168 / -0.5168 Ha
expectation value of S²: 0.754

Geometry as XYZ:
```
21
Properties=species:S:1:pos:R:3:nbo_charge:R:1
O -4.9239 -1.7196 -0.3401 -0.9169
N 1.3306 0.6351 0.0439 -0.0557
N 3.2359 -0.2823 1.2843 -0.8208
C 2.4270 -0.3196 0.1005 -0.1065
C -0.5799 -0.3316 -1.1095 -0.6239
C -0.0936 0.3745 0.1427 -0.1106
C -0.7896 1.7262 0.3591 -0.6277
H -1.8651 1.5699 0.3147 0.2522
H -0.1399 -1.3265 -1.1832 0.2338
H -0.5676 2.4661 -0.4137 0.2263
H -0.3561 0.2770 -1.9907 0.2336
H 1.5310 1.5006 -0.4605 0.4099
H -1.6471 -0.5178 -1.2374 0.2680
H 4.1343 -0.7157 1.1924 0.4094
H -4.4989 -1.1412 0.3155 0.4590
H 3.0702 -0.0721 -0.7492 0.2412
H -0.2284 -0.2025 1.0613 0.2445
H -4.1918 -2.2076 -0.7072 0.4600
H 2.7312 -0.5687 2.1060 0.3830
H 1.9910 -1.3155 -0.0558 0.1989
H -0.5691 2.1714 1.3269 0.2425
```

***

5.
A 2-piece molecular cluster, C4H14N2O overall at a distorted geometry. Source: the Open Molecules 2025 dataset; level of theory: ωB97M-V with the def2-TZVPD basis set.

molecular weight: 106.169 g/mol
ΔE to the lowest compared entry with this formula, charge and spin: 1.4540 eV
total charge: +1
LUMO (spin up / spin down): -0.1077 / -0.2717 Ha
gap between HOMO and LUMO (spin up / spin down): 10.79 / 6.29 eV
spin multiplicity: 2
HOMO level (spin up / spin down): -0.5043 / -0.5027 Ha
expectation value of S²: 0.755

Geometry as XYZ:
```
21
Properties=species:S:1:pos:R:3:nbo_charge:R:1
O -2.8828 -2.3463 0.5614 -0.9184
N 0.7325 0.4466 0.7500 0.0380
N -0.6471 -0.0583 -1.7009 -0.8633
C -0.4034 1.2947 1.1668 -0.4764
C 1.6985 -0.1590 1.5936 -0.5102
C 1.3692 0.8227 -0.5374 -0.2745
C 0.7808 0.2101 -1.7903 -0.2301
H -0.8414 1.7964 0.3204 0.2351
H -1.2011 0.8269 1.7963 0.2825
H 1.2410 1.8855 -0.6505 0.2479
H -0.1567 2.1426 1.7896 0.2733
H 2.4204 0.4309 -0.5790 0.2576
H -0.9588 -0.4528 -2.5933 0.3927
H 2.5890 0.4666 1.8682 0.2848
H 2.1087 -1.0497 1.1670 0.2646
H -3.5651 -1.9471 0.0097 0.4654
H 1.3944 -0.6419 -2.2257 0.2302
H 1.0007 0.9204 -2.5787 0.2031
H -1.3151 0.6687 -1.5135 0.3718
H -2.1547 -1.7834 0.2763 0.4532
H 1.5133 -0.5119 2.6406 0.2729
```

***

6.
An isolated ion of composition C4H14N2O and charge +2 at a distorted geometry. Source: the Open Molecules 2025 dataset; level of theory: ωB97M-V with the def2-TZVPD basis set.

molecular weight: 106.169 g/mol
SMILES: [NH3+]CC[C@H]([NH3+])CO
ΔE to the lowest compared entry with this formula, charge and spin: 0.4515 eV
total charge: +2
LUMO: -0.2541 Ha
gap between HOMO and LUMO: 11.41 eV
spin multiplicity: 1
HOMO level: -0.6736 Ha

Geometry as XYZ:
```
21
Properties=species:S:1:pos:R:3:nbo_charge:R:1
O 3.0295 0.1611 0.8572 -0.7411
N -2.9309 -0.5108 -0.5439 -0.6748
N 1.4135 1.0808 -0.8095 -0.6831
C -0.4771 -0.4893 -0.0377 -0.4537
C 1.8584 -0.6123 0.8325 -0.0752
C -1.7591 0.3696 -0.0869 -0.2031
C 0.7676 0.2857 0.2784 -0.0799
H -0.4653 -1.1298 -0.9239 0.2446
H 1.4239 0.6742 -1.7488 0.4469
H 2.3854 1.2832 -0.5585 0.4895
H -0.5591 -1.1584 0.8241 0.2600
H 3.6819 -0.2322 1.4502 0.5289
H -1.6655 1.1372 -0.8417 0.2283
H -3.0702 -0.5613 -1.5327 0.4535
H 0.9874 2.0093 -0.8875 0.4450
H -3.8037 -0.1442 -0.1397 0.4621
H 1.6022 -0.9489 1.8391 0.2185
H 1.9261 -1.4927 0.1982 0.1860
H 0.6532 1.0206 1.0793 0.2454
H -2.0912 0.7134 0.8870 0.2495
H -2.9071 -1.4553 -0.1353 0.4527
```

***

7.
A 2-piece molecular cluster, C4H14N2O2 overall at a distorted geometry. Source: the Open Molecules 2025 dataset; level of theory: ωB97M-V with the def2-TZVPD basis set.

molecular weight: 122.168 g/mol
SMILES: NCCNCCO.O
ΔE to the lowest compared entry with this formula, charge and spin: 2.9397 eV
LUMO: 0.0276 Ha
gap between HOMO and LUMO: 8.66 eV
spin multiplicity: 1
HOMO level: -0.2905 Ha

Geometry as XYZ:
```
22
Properties=species:S:1:pos:R:3:nbo_charge:R:1
O 0.8390 -2.6338 -0.1429 -0.9737
O 2.4062 -0.2828 -2.0066 -0.7690
N 0.2559 0.2521 0.2274 -0.6713
N -3.0214 -0.6178 1.2877 -0.8742
C -2.3155 0.6081 0.8023 -0.2252
C -0.7987 0.6622 1.1648 -0.2320
C 2.2377 0.7700 -1.0245 -0.0868
C 0.8607 1.1904 -0.7338 -0.2355
H -2.8270 1.5724 1.2775 0.1764
H -3.1003 -1.5350 0.7147 0.3757
H -2.4842 0.5400 -0.2340 0.1965
H -0.5973 0.0184 1.9898 0.1943
H 0.6098 -3.6109 -0.1320 0.4824
H 2.3268 -0.0315 -2.9157 0.4686
H 0.1846 -0.6967 -0.1497 0.3995
H 0.1738 1.4350 -1.4986 0.1878
H 1.7572 -2.5012 -0.5776 0.4998
H 2.7100 0.3383 -0.1430 0.1964
H -0.5595 1.6432 1.4490 0.1835
H 1.2126 2.2658 -0.2420 0.1807
H -2.8516 -0.7883 2.2185 0.3491
H 2.9811 1.4021 -1.3314 0.1772
```

***

8.
C4H14N2O3 as an isolated structure at a distorted geometry. Source: the Open Molecules 2025 dataset; level of theory: ωB97M-V with the def2-TZVPD basis set.

molecular weight: 138.167 g/mol
ΔE to the lowest compared entry with this formula, charge and spin: 5.3569 eV
LUMO: -0.0058 Ha
gap between HOMO and LUMO: 8.52 eV
spin multiplicity: 1
HOMO level: -0.3188 Ha

Geometry as XYZ:
```
23
Properties=species:S:1:pos:R:3:nbo_charge:R:1
O 2.0867 -3.0681 -0.3534 -0.7134
O -0.8239 -0.7005 -1.2319 -0.8520
O -0.7893 3.0346 0.6973 -0.7222
N 0.8153 -2.0810 -1.8072 -0.8733
N 0.0646 -2.0971 0.1708 -0.8583
C 1.2151 1.5441 0.9218 -0.6482
C -1.2510 0.7934 0.6214 -0.6454
C 1.0228 -2.4848 -0.6127 0.7395
C -0.2916 1.8383 1.2605 0.0978
H 1.9232 2.3198 1.2136 0.2139
H -0.9558 0.4440 -0.3680 0.2011
H -1.3490 -0.1199 1.2082 0.1917
H -0.0670 -1.5908 -1.8432 0.3764
H 1.3415 1.6044 -0.1592 0.1989
H -0.4372 0.0688 -1.6500 0.5301
H 1.3683 -2.3315 -2.6145 0.3970
H 0.1336 -2.1861 1.1745 0.3935
H -0.5638 1.8426 2.3159 0.1596
H -0.2943 3.7501 1.1031 0.4635
H 1.5396 0.5475 1.2211 0.2320
H -2.2815 1.1342 0.5208 0.2115
H -1.7324 -0.7061 -1.5330 0.5142
H -0.6738 -1.5559 -0.2558 0.3922
```